No. 1
{"formula": "C15H32As2N2O5Y", "method": "ωB97M-V/def2-TZVPD", "elements": ["O", "H", "Y", "N", "N", "O", "O", "C", "C", "C", "C", "H", "H", "H", "H", "H", "H", "H", "H", "O", "H", "H", "C", "H", "H", "H", "O", "H", "H", "C", "As", "C", "C", "C", "C", "C", "C", "C", "As", "C", "C", "H", "H", "H", "H", "H", "H", "H", "H", "H", "H", "H", "H", "H", "H", "H", "H"], "positions_angstrom": [[-0.46, -0.42, -3.33], [-0.24, -1.17, -3.88], [-0.05, 0.31, -1.29], [0.30, 2.55, -0.41], [-1.06, 2.05, -2.49], [1.23, 2.71, 0.65], [-1.82, 1.54, -3.50], [-0.17, 3.63, -1.03], [-1.02, 3.35, -2.23], [0.14, 5.03, -0.65], [-1.72, 4.42, -3.00], [1.11, 5.14, -0.13], [-0.65, 5.47, -0.02], [0.21, 5.63, -1.56], [-2.31, 3.95, -3.80], [-1.01, 5.12, -3.47], [-2.39, 5.00, -2.34], [0.97, 3.56, 1.01], [-1.18, 0.76, -3.78], [-2.40, 0.13, -0.71], [-2.69, 0.08, 0.23], [-3.11, 0.30, -1.37], [1.82, 0.50, -2.41], [2.22, -0.38, -1.89], [2.13, 1.50, -2.01], [1.96, 0.38, -3.49], [4.20, 1.47, 1.10], [3.60, 2.11, 0.66], [5.05, 1.93, 1.36], [1.91, -3.37, -0.25], [0.17, -2.53, -0.59], [-0.65, -3.86, -1.75], [-0.66, -2.95, 1.16], [-1.23, -4.21, 1.38], [-1.77, -4.50, 2.66], [-1.71, -3.54, 3.69], [-1.11, -2.29, 3.45], [-0.61, -1.98, 2.19], [0.20, -0.27, 1.74], [-0.69, 0.82, 3.12], [1.90, -0.56, 2.65], [2.58, -3.03, -1.06], [1.75, -4.46, -0.28], [2.28, -3.04, 0.74], [0.03, -4.73, -1.82], [-1.64, -4.13, -1.34], [-0.76, -3.36, -2.74], [-1.28, -4.97, 0.58], [-2.24, -5.49, 2.83], [-2.12, -3.79, 4.68], [-1.04, -1.58, 4.27], [-0.26, 0.58, 4.09], [-0.50, 1.86, 2.84], [-1.76, 0.59, 3.09], [1.70, -0.60, 3.73], [2.31, -1.51, 2.30], [2.57, 0.26, 2.38]], "charge": 1, "relative_energy_kcal_mol": 12.05, "multiplicity": 1}

No. 2
{"formula": "C15H32BBr4Cl5CsFLiMgN2O14S", "method": "ωB97M-V/def2-TZVPD", "elements": ["C", "O", "C", "C", "C", "C", "C", "C", "C", "O", "B", "O", "O", "O", "S", "O", "O", "H", "H", "H", "H", "H", "H", "H", "H", "H", "H", "H", "H", "H", "H", "H", "H", "H", "F", "C", "C", "C", "O", "C", "N", "H", "H", "H", "H", "H", "H", "H", "H", "H", "H", "H", "Cs", "C", "Br", "Br", "Br", "H", "Li", "Br", "Mg", "C", "Cl", "Cl", "Cl", "Cl", "O", "Cl", "O", "O", "O", "C", "N", "O", "O", "H", "H", "H"], "positions_angstrom": [[2.21, 3.93, 4.21], [1.43, 2.69, 4.27], [0.00, 2.92, 4.00], [-0.74, 1.68, 3.18], [-0.85, 0.28, 4.04], [0.32, -0.83, 3.72], [0.09, -1.69, 2.35], [0.88, -1.10, 1.03], [2.52, -1.33, 1.07], [3.31, -0.09, 1.13], [3.36, 0.60, -0.18], [3.89, -0.01, -1.45], [2.94, 2.04, -0.31], [2.95, -2.30, 2.12], [2.69, -1.68, 3.69], [4.08, -1.20, 4.25], [1.69, -0.29, 3.69], [2.43, 4.34, 5.30], [3.28, 3.63, 3.77], [1.79, 4.75, 3.48], [-0.22, 3.89, 3.35], [-0.53, 3.14, 5.05], [-1.86, 2.05, 3.00], [-0.26, 1.56, 2.12], [-0.92, 0.48, 5.21], [-1.89, -0.21, 3.75], [0.29, -1.61, 4.62], [0.30, -2.85, 2.52], [-1.07, -1.63, 2.09], [0.56, 0.01, 0.83], [0.46, -1.72, 0.10], [2.79, -1.86, 0.04], [3.06, -0.17, -2.00], [2.05, 2.18, 0.13], [1.65, -2.83, -0.33], [-5.49, 0.16, 8.65], [-5.56, 0.58, 7.19], [-4.84, -0.40, 6.23], [-3.41, -0.29, 6.24], [-2.78, -0.98, 7.31], [-5.04, 1.95, 7.06], [-4.51, 0.36, 9.10], [-6.23, 0.70, 9.24], [-5.70, -0.91, 8.77], [-6.62, 0.59, 6.91], [-5.14, -0.14, 5.20], [-5.15, -1.43, 6.40], [-3.31, -1.90, 7.57], [-2.70, -0.32, 8.18], [-1.77, -1.23, 7.00], [-5.18, 2.26, 6.10], [-4.02, 1.89, 7.14], [4.79, -1.26, -2.50], [3.32, 0.19, -8.48], [2.46, -1.34, -7.63], [3.68, 1.61, -7.21], [4.91, -0.33, -9.46], [2.60, 0.58, -9.21], [-1.93, 1.24, 7.91], [6.00, -2.69, -9.01], [1.54, -1.19, -9.72], [-2.51, -3.72, -0.14], [-0.73, -3.70, -0.13], [-3.12, -3.07, 1.41], [-3.11, -2.71, -1.48], [-3.09, -5.39, -0.35], [3.45, 5.41, -11.16], [3.48, 4.36, -10.16], [2.50, 4.64, -9.13], [4.80, 4.28, -9.57], [3.15, 3.09, -10.79], [0.48, -2.80, -15.05], [0.21, -2.16, -13.74], [-0.82, -1.49, -13.64], [1.05, -2.34, -12.85], [-0.34, -2.56, -15.74], [1.43, -2.41, -15.43], [0.54, -3.88, -14.88]], "charge": 1, "multiplicity": 1}

No. 3
{"formula": "C15H32BFIO5S", "method": "ωB97M-V/def2-TZVPD", "elements": ["C", "C", "C", "I", "B", "S", "O", "O", "F", "H", "H", "H", "H", "H", "H", "H", "H", "C", "C", "C", "O", "C", "H", "H", "H", "H", "H", "H", "H", "H", "C", "C", "C", "O", "C", "H", "H", "H", "H", "H", "H", "H", "H", "C", "C", "C", "O", "C", "H", "H", "H", "H", "H", "H", "H", "H"], "positions_angstrom": [[4.79, -0.71, 2.17], [4.14, -2.01, 1.68], [3.61, -2.83, 2.85], [3.18, -4.85, 2.16], [2.40, -2.20, 3.72], [0.91, -1.57, 2.67], [1.10, -0.21, 2.21], [-0.39, -1.90, 3.22], [0.95, -2.40, 1.27], [5.30, -0.20, 1.34], [5.53, -0.90, 2.95], [4.04, -0.02, 2.58], [3.32, -1.76, 1.01], [4.86, -2.58, 1.09], [4.42, -3.03, 3.56], [2.74, -1.15, 4.21], [1.91, -2.95, 4.53], [-2.15, 1.17, 1.67], [-2.77, -0.21, 1.47], [-4.21, 0.05, 1.89], [-4.51, 1.40, 1.54], [-3.29, 2.08, 1.22], [-1.23, 1.32, 1.11], [-1.92, 1.33, 2.73], [-2.73, -0.49, 0.42], [-2.28, -0.98, 2.06], [-4.34, -0.08, 2.97], [-4.93, -0.60, 1.38], [-3.26, 2.26, 0.14], [-3.29, 3.06, 1.72], [1.45, 1.51, -2.59], [1.07, 1.17, -1.15], [2.15, 0.16, -0.77], [3.32, 0.54, -1.52], [2.97, 1.50, -2.51], [1.05, 2.46, -2.94], [1.10, 0.73, -3.26], [1.14, 2.05, -0.51], [0.07, 0.75, -1.05], [1.86, -0.85, -1.05], [2.38, 0.17, 0.29], [3.35, 2.49, -2.20], [3.45, 1.23, -3.45], [-3.08, -0.42, -2.73], [-3.79, 0.93, -2.76], [-2.63, 1.86, -3.11], [-1.75, 1.11, -3.93], [-2.09, -0.28, -3.87], [-3.75, -1.27, -2.86], [-2.55, -0.55, -1.78], [-4.54, 0.94, -3.55], [-4.27, 1.20, -1.82], [-2.10, 2.19, -2.21], [-2.95, 2.75, -3.67], [-2.54, -0.58, -4.82], [-1.17, -0.85, -3.72]], "charge": -1, "multiplicity": 1}

No. 4
{"formula": "C15H32N3O2", "method": "ωB97M-V/def2-TZVPD", "elements": ["O", "O", "C", "C", "N", "N", "C", "C", "C", "C", "C", "C", "C", "C", "C", "C", "C", "C", "C", "N", "H", "H", "H", "H", "H", "H", "H", "H", "H", "H", "H", "H", "H", "H", "H", "H", "H", "H", "H", "H", "H", "H", "H", "H", "H", "H", "H", "H", "H", "H", "H", "H"], "positions_angstrom": [[2.95, 0.76, 3.69], [4.54, -1.97, 0.43], [2.29, -0.25, 3.85], [4.09, -1.30, 1.35], [4.89, -0.70, 2.24], [2.06, -1.16, 2.90], [1.67, -0.53, 5.20], [6.35, -0.75, 2.21], [0.15, -1.49, -0.64], [-2.82, 1.34, -3.85], [-2.25, 1.13, -2.44], [-4.21, 1.99, -3.80], [-3.16, 0.22, -1.59], [-5.06, 1.53, -2.60], [2.81, 1.12, 0.37], [1.42, -0.63, -0.73], [-4.61, 0.16, -2.09], [1.90, -0.09, 0.64], [2.56, -1.20, 1.51], [-5.49, -0.28, -1.00], [4.44, -0.11, 2.93], [1.50, -1.95, 3.19], [0.58, -0.57, 5.10], [2.04, -1.47, 5.59], [1.94, 0.28, 5.89], [6.68, -1.78, 2.18], [6.72, -0.23, 1.32], [6.75, -0.26, 3.10], [0.33, -2.39, -0.05], [-0.65, -0.91, -0.17], [-0.16, -1.79, -1.64], [-2.14, 1.97, -4.43], [-2.88, 0.37, -4.35], [-2.16, 2.11, -1.95], [-1.25, 0.71, -2.50], [-4.10, 3.08, -3.75], [-4.73, 1.76, -4.73], [-3.12, 0.57, -0.55], [-2.75, -0.80, -1.60], [-4.96, 2.27, -1.79], [-6.11, 1.51, -2.90], [3.17, 1.54, 1.31], [3.67, 0.84, -0.24], [2.26, 1.90, -0.15], [2.22, -1.21, -1.20], [1.18, 0.21, -1.38], [-4.65, -0.54, -2.94], [1.02, 0.29, 1.16], [2.20, -2.15, 1.12], [-6.45, -0.36, -1.34], [-5.47, 0.41, -0.24], [-5.19, -1.18, -0.65]], "charge": 1, "relative_energy_kcal_mol": 0.00, "multiplicity": 1}

No. 5
{"formula": "C15H33Br9O8P2", "method": "ωB97M-V/def2-TZVPD", "elements": ["C", "C", "O", "P", "O", "O", "C", "C", "O", "C", "C", "H", "H", "H", "H", "H", "H", "H", "H", "H", "H", "H", "H", "H", "H", "H", "C", "C", "O", "P", "O", "O", "C", "C", "O", "C", "C", "H", "H", "H", "H", "H", "H", "H", "H", "H", "H", "H", "H", "H", "H", "H", "C", "Br", "Br", "Br", "H", "C", "Br", "Br", "Br", "H", "C", "Br", "Br", "Br", "H"], "positions_angstrom": [[-1.26, -2.01, 3.71], [-0.30, -0.88, 3.98], [-0.72, 0.26, 3.20], [0.29, 1.47, 2.97], [1.70, 1.06, 2.82], [0.03, 2.42, 4.23], [-1.28, 2.60, 4.72], [-1.24, 3.43, 5.99], [-0.38, 2.27, 1.74], [-0.32, 1.59, 0.46], [0.99, 1.90, -0.26], [-1.18, -2.34, 2.68], [-1.02, -2.87, 4.34], [-2.29, -1.76, 3.94], [-0.21, -0.59, 5.03], [0.68, -1.17, 3.62], [-1.98, 3.01, 3.98], [-1.81, 1.68, 4.99], [-2.25, 3.55, 6.38], [-0.63, 2.90, 6.73], [-0.81, 4.43, 5.88], [-0.42, 0.51, 0.59], [-1.17, 2.00, -0.08], [0.97, 1.55, -1.29], [1.22, 2.96, -0.22], [1.83, 1.41, 0.25], [-6.20, -0.47, -3.60], [-5.09, 0.13, -4.46], [-3.83, -0.03, -3.82], [-2.53, -0.21, -4.69], [-2.22, 0.91, -5.58], [-1.44, -0.52, -3.57], [-0.06, -0.60, -3.89], [0.74, -0.76, -2.60], [-2.75, -1.64, -5.40], [-2.16, -1.83, -6.67], [-2.19, -3.31, -7.04], [-7.14, -0.26, -4.12], [-6.14, -1.56, -3.56], [-6.08, -0.06, -2.60], [-5.09, -0.35, -5.44], [-5.28, 1.18, -4.70], [0.08, -1.49, -4.52], [0.32, 0.26, -4.45], [0.60, 0.18, -2.06], [0.42, -1.64, -2.06], [1.80, -0.79, -2.80], [-2.56, -1.18, -7.46], [-1.09, -1.55, -6.69], [-3.21, -3.65, -7.23], [-1.63, -3.55, -7.94], [-1.76, -3.86, -6.20], [7.24, -3.03, 4.04], [6.80, -1.86, 5.53], [7.57, -4.85, 4.67], [8.78, -2.38, 3.07], [6.38, -3.13, 3.40], [3.25, -0.48, 0.92], [1.69, -1.64, 0.93], [3.70, 0.11, -0.88], [4.78, -1.21, 1.88], [2.98, 0.41, 1.49], [4.47, 3.09, 3.56], [4.91, 1.47, 4.55], [4.35, 2.86, 1.62], [5.65, 4.54, 4.02], [3.50, 3.39, 3.95]], "relative_energy_kcal_mol": 0.00, "multiplicity": 1}

No. 6
{"formula": "C15H33Cl6N3O3", "method": "ωB97M-V/def2-TZVPD", "elements": ["C", "C", "O", "N", "C", "H", "H", "H", "H", "H", "H", "H", "C", "C", "O", "N", "C", "H", "H", "H", "H", "H", "H", "H", "C", "C", "O", "N", "C", "H", "H", "H", "H", "H", "H", "H", "Cl", "C", "C", "Cl", "H", "H", "H", "H", "Cl", "C", "C", "Cl", "H", "H", "H", "H", "Cl", "C", "C", "Cl", "H", "H", "H", "H"], "positions_angstrom": [[5.91, 14.32, 11.44], [6.57, 14.19, 10.10], [6.43, 13.18, 9.42], [7.32, 15.21, 9.64], [8.01, 15.11, 8.38], [4.82, 14.21, 11.31], [6.00, 15.33, 11.84], [6.44, 13.66, 12.14], [7.28, 16.14, 10.04], [8.71, 15.95, 8.32], [7.28, 15.18, 7.57], [8.57, 14.19, 8.28], [7.44, 10.37, 7.11], [8.49, 10.44, 8.23], [9.59, 9.89, 8.08], [8.16, 10.96, 9.42], [9.10, 10.78, 10.56], [7.18, 9.31, 7.03], [7.84, 10.71, 6.16], [6.51, 10.90, 7.35], [7.35, 11.54, 9.54], [8.78, 11.47, 11.33], [10.15, 10.88, 10.29], [8.93, 9.79, 10.99], [12.74, 8.54, 7.13], [11.94, 7.73, 6.16], [12.52, 7.24, 5.15], [10.64, 7.51, 6.44], [9.76, 6.77, 5.50], [13.53, 7.96, 7.63], [12.11, 8.97, 7.92], [13.19, 9.33, 6.55], [10.15, 8.21, 7.02], [9.39, 7.43, 4.72], [9.02, 6.22, 6.09], [10.36, 5.98, 5.05], [11.49, 15.01, 7.92], [11.34, 13.34, 8.71], [11.72, 12.34, 7.74], [13.50, 12.26, 7.38], [10.31, 13.27, 9.08], [11.99, 13.41, 9.58], [11.24, 12.59, 6.80], [11.51, 11.35, 8.09], [10.15, 14.79, 11.63], [11.51, 15.52, 12.46], [11.83, 16.82, 11.79], [12.95, 17.75, 12.79], [12.35, 14.80, 12.36], [11.24, 15.73, 13.48], [10.92, 17.37, 11.65], [12.34, 16.64, 10.84], [12.90, 11.65, 11.38], [14.05, 10.35, 11.60], [13.87, 9.29, 10.58], [12.42, 8.39, 10.90], [14.02, 9.92, 12.60], [15.02, 10.81, 11.39], [14.68, 8.57, 10.71], [13.81, 9.75, 9.61]], "relative_energy_kcal_mol": 6.83, "multiplicity": 1, "smiles": "CNC(C)=O.CNC(C)=O.CNC(C)=O.ClCCCl.ClCCCl.ClCCCl"}

Number 1: E_HOMO -0.353 Ha, HOMO-LUMO gap 6.01 eV. Number 2: E_HOMO -0.344 Ha, HOMO-LUMO gap 3.47 eV. Number 3: E_HOMO -0.213 Ha, HOMO-LUMO gap 8.43 eV. Number 4: E_HOMO -0.400 Ha, HOMO-LUMO gap 7.29 eV. Number 5: E_HOMO -0.366 Ha, HOMO-LUMO gap 9.80 eV. Number 6: E_HOMO -0.324 Ha, HOMO-LUMO gap 9.08 eV.